Below is a gas-phase ion, C7H15IN (charge +1), with properties calculated with wB97M-V/def2-TZVPD.

Structure (XYZ):
```
24
Properties=species:S:1:pos:R:3:forces:R:3:lowdin_charge:R:1
C 2.249133 0.257941 -0.490489 0.3 -0.2 2.0 -0.01
C 1.184883 -0.336826 0.427055 2.1 2.1 -0.1 -0.32
C 1.714666 -1.075090 1.628228 -1.7 1.1 2.6 -0.05
C -0.050843 -0.023625 0.240175 -7.2 -2.3 2.0 -0.19
C -1.348679 -0.804229 1.289894 3.3 2.9 -0.6 -0.64
I -1.390086 -2.860589 1.132826 0.3 -0.9 0.1 0.89
N -0.733755 0.786010 -0.847996 2.3 -2.0 1.3 -0.14
C -0.934951 -0.138560 -2.053864 0.9 1.8 0.4 0.08
C -1.737836 1.715820 -0.282379 -1.0 -0.8 -0.2 0.03
H 2.983747 -0.485048 -0.283184 1.3 -0.4 -1.0 0.08
H 2.694253 1.188235 -0.089655 -0.5 -0.3 -0.2 0.11
H 2.016652 0.344902 -1.523579 -0.2 0.0 -0.8 0.07
H 1.742440 -2.104062 1.423664 0.2 -1.6 -0.3 0.05
H 1.007263 -0.978267 2.570811 1.3 -0.2 -2.0 0.12
H 2.704838 -0.777600 2.014191 -0.4 0.2 -0.7 0.10
H -0.879683 -0.349667 2.222109 -1.4 -1.2 -0.7 0.05
H -2.410803 -0.575038 1.137669 0.7 0.9 -0.1 0.00
H -0.004147 1.443452 -1.015166 1.1 0.4 -1.3 0.14
H -1.710825 -0.847289 -1.961854 -0.8 -0.8 0.9 0.09
H -1.217456 0.521257 -2.847226 0.2 0.2 -0.9 0.10
H 0.041070 -0.617568 -2.162862 -0.4 0.1 -0.4 0.11
H -1.537167 1.743887 0.792536 -0.2 0.6 -0.4 0.11
H -1.653230 2.635373 -0.837444 0.1 0.5 0.3 0.11
H -2.729484 1.336581 -0.483456 -0.3 -0.2 0.2 0.11
```
Forces are in eV/Å.

Values from the calculation:
Total charge: +1
Electronic energy, Eh: -627.8083
HOMO energy, eV: -12.65
SMILES string: CC(C)=C(CI)[NH+](C)C
LUMO, eV: -3.0040
F_max, eV/Å: 7.77